Entry 1:
Density functional theory data (wB97M-V/def2-TZVPD) for C65H86N7O2P2SSe2W as an isolated structure.

Values from the calculation:
Highest occupied orbital energy (eV): -13.606
Gap between HOMO and LUMO (eV): 4.04
LUMO level (eV): -9.569
Total charge: +3
Energy relative to the best compared isomer or geometry (same formula, charge and spin) (kcal per mole): 21.68

Last column: Mulliken charge in e.
Atoms and positions in Å:
W (-0.11, -0.06, -0.87)  0.71
C (-1.58, 2.72, -2.25)  -1.07
N (-0.88, 1.47, -2.65)  0.20
C (0.25, 1.93, -3.50)  -1.64
C (-1.82, 0.68, -3.50)  -0.19
C (-1.25, -0.68, -3.77)  -1.01
N (-1.08, -1.39, -2.47)  -0.32
C (-0.02, -2.48, -2.55)  -1.23
C (1.22, -2.12, -3.31)  -0.11
C (1.70, -2.92, -4.31)  -0.42
C (2.91, -2.61, -4.94)  -0.71
C (3.63, -1.51, -4.47)  -0.20
C (3.20, -0.65, -3.46)  -0.36
C (1.93, -0.97, -2.95)  0.20
O (1.26, -0.11, -2.09)  1.32
C (4.14, 0.48, -2.99)  2.53
C (5.60, 0.13, -3.32)  -2.15
C (4.06, 0.71, -1.48)  -1.53
C (3.80, 1.80, -3.71)  -1.71
C (3.44, -3.50, -6.07)  1.76
C (3.75, -4.89, -5.48)  -1.57
C (2.35, -3.64, -7.14)  -1.58
C (4.70, -2.93, -6.71)  -2.04
C (-2.39, -2.07, -2.19)  -2.17
C (-2.57, -2.71, -0.85)  0.24
C (-3.57, -3.66, -0.72)  -0.48
C (-3.84, -4.24, 0.51)  -0.33
C (-3.02, -3.89, 1.59)  -0.55
C (-1.98, -2.98, 1.52)  -1.70
C (-1.84, -2.37, 0.27)  0.67
O (-0.91, -1.33, 0.10)  2.44
C (-1.01, -2.78, 2.68)  2.74
C (-1.49, -3.51, 3.94)  -2.35
C (-0.84, -1.30, 3.05)  -0.89
C (0.32, -3.41, 2.25)  -1.10
C (-4.96, -5.26, 0.72)  1.84
C (-4.36, -6.57, 1.26)  -1.56
C (-5.94, -4.68, 1.75)  -1.53
C (-5.71, -5.56, -0.57)  -2.09
H (-1.88, 3.24, -3.17)  0.58
H (-0.92, 3.35, -1.68)  0.16
H (-2.46, 2.47, -1.67)  0.22
H (-0.17, 2.44, -4.37)  0.47
H (0.88, 1.13, -3.84)  0.61
H (0.85, 2.64, -2.94)  0.42
H (-1.98, 1.21, -4.44)  0.67
H (-2.77, 0.62, -2.96)  -0.35
H (-0.29, -0.62, -4.27)  0.32
H (-1.92, -1.25, -4.41)  0.58
H (-0.45, -3.38, -2.99)  0.99
H (0.25, -2.74, -1.52)  0.12
H (1.16, -3.82, -4.58)  0.71
H (4.59, -1.32, -4.91)  0.57
H (5.87, -0.86, -2.95)  0.42
H (6.25, 0.86, -2.84)  0.46
H (5.81, 0.17, -4.39)  0.51
H (4.22, -0.22, -0.92)  0.47
H (3.11, 1.14, -1.19)  -0.29
H (4.84, 1.41, -1.19)  0.69
H (3.71, 1.66, -4.79)  0.32
H (4.61, 2.52, -3.54)  0.50
H (2.89, 2.24, -3.33)  0.18
H (2.86, -5.37, -5.07)  0.35
H (4.50, -4.82, -4.69)  0.36
H (4.15, -5.53, -6.26)  0.46
H (1.44, -4.10, -6.75)  0.32
H (2.71, -4.27, -7.95)  0.46
H (2.09, -2.67, -7.57)  0.37
H (5.56, -2.96, -6.04)  0.40
H (4.56, -1.91, -7.06)  0.43
H (4.96, -3.54, -7.58)  0.43
H (-2.48, -2.85, -2.96)  0.68
H (-3.18, -1.34, -2.36)  1.10
H (-4.14, -3.94, -1.60)  0.69
H (-3.20, -4.38, 2.54)  0.71
H (-2.46, -3.13, 4.30)  0.47
H (-0.76, -3.34, 4.73)  0.23
H (-1.57, -4.59, 3.80)  0.51
H (-1.80, -0.83, 3.26)  0.49
H (-0.34, -0.72, 2.27)  -0.40
H (-0.22, -1.23, 3.95)  -0.10
H (0.18, -4.48, 2.07)  0.41
H (1.07, -3.28, 3.02)  0.16
H (0.71, -2.97, 1.33)  0.06
H (-3.91, -6.44, 2.25)  0.33
H (-3.61, -6.97, 0.59)  0.34
H (-5.15, -7.31, 1.37)  0.48
H (-5.47, -4.52, 2.72)  0.32
H (-6.77, -5.37, 1.90)  0.46
H (-6.36, -3.73, 1.42)  0.34
H (-5.06, -6.00, -1.33)  0.38
H (-6.18, -4.66, -0.99)  0.39
H (-6.51, -6.27, -0.37)  0.44
Se (5.35, -1.03, 3.08)  -0.22
P (3.68, 0.08, 3.66)  0.13
C (2.64, -0.65, 4.94)  0.60
C (1.76, 0.08, 5.75)  0.59
C (1.01, -0.57, 6.72)  -0.90
C (1.13, -1.94, 6.89)  -0.64
C (1.99, -2.67, 6.07)  -0.71
C (2.74, -2.03, 5.10)  -0.70
C (4.12, 1.78, 4.04)  0.38
C (4.14, 2.29, 5.33)  -0.29
C (4.66, 3.56, 5.57)  -0.80
C (5.19, 4.30, 4.53)  -0.69
C (5.21, 3.78, 3.24)  -0.59
C (4.69, 2.52, 3.00)  -0.53
C (2.47, 0.18, 2.20)  0.71
C (1.75, 1.16, 1.53)  -0.61
N (1.38, 0.60, 0.36)  0.65
N (1.77, -0.67, 0.34)  0.02
N (2.41, -0.96, 1.43)  -1.28
P (0.64, 2.56, 1.74)  0.18
Se (-1.19, 1.75, 0.66)  -0.77
C (0.26, 2.93, 3.43)  1.27
C (-0.95, 2.56, 4.02)  -0.32
C (-1.22, 2.97, 5.32)  -0.91
C (-0.30, 3.75, 6.01)  -0.78
C (0.90, 4.13, 5.41)  -0.71
C (1.19, 3.72, 4.12)  -0.51
C (1.23, 4.01, 0.90)  0.76
C (0.30, 5.00, 0.56)  -1.18
C (0.75, 6.18, -0.01)  -0.70
C (2.11, 6.37, -0.24)  -0.79
C (3.02, 5.38, 0.09)  -0.98
C (2.59, 4.19, 0.66)  0.19
H (1.64, 1.14, 5.62)  0.03
H (0.35, 0.00, 7.36)  0.48
H (0.56, -2.44, 7.66)  0.46
H (2.09, -3.74, 6.21)  0.46
H (3.45, -2.59, 4.50)  0.27
H (3.79, 1.71, 6.17)  0.60
H (4.69, 3.94, 6.58)  0.53
H (5.62, 5.28, 4.73)  0.46
H (5.67, 4.33, 2.44)  0.51
H (4.78, 2.08, 2.01)  0.67
H (-1.66, 1.95, 3.49)  0.23
H (-2.15, 2.69, 5.79)  0.52
H (-0.51, 4.08, 7.02)  0.47
H (1.61, 4.75, 5.94)  0.51
H (2.11, 4.04, 3.64)  0.31
H (-0.76, 4.86, 0.74)  0.67
H (0.04, 6.96, -0.27)  0.50
H (2.45, 7.29, -0.68)  0.45
H (4.08, 5.53, -0.10)  0.55
H (3.30, 3.42, 0.92)  0.39
C (-4.88, 5.04, 0.95)  -0.96
C (-5.59, 3.70, 0.93)  -0.72
N (-4.69, 2.60, 0.53)  0.16
C (-4.64, 1.84, -0.56)  0.26
S (-3.67, 0.40, -0.50)  -0.13
N (-5.32, 2.10, -1.68)  -0.09
C (-6.05, 3.30, -2.13)  -0.30
C (-6.01, 3.37, -3.64)  -1.48
H (-5.58, 5.83, 1.23)  0.40
H (-4.46, 5.29, -0.02)  0.24
H (-4.08, 5.05, 1.69)  0.28
H (-6.46, 3.71, 0.28)  0.35
H (-5.96, 3.44, 1.92)  0.40
H (-4.06, 2.29, 1.25)  0.11
H (-5.31, 1.33, -2.33)  0.34
H (-5.58, 4.18, -1.70)  0.23
H (-7.08, 3.26, -1.78)  0.36
H (-4.99, 3.50, -4.00)  0.28
H (-6.61, 4.21, -3.99)  0.42
H (-6.43, 2.46, -4.09)  0.42

=====

Entry 2:
Density functional theory data (wB97M-V/def2-TZVPD) for C29H46N5P2PdSi as an isolated structure.

Values from the calculation:
Highest occupied orbital energy (eV): -3.731
Gap between HOMO and LUMO (eV): 6.52
LUMO level (eV): 2.791
Total charge: -1
Energy relative to the best compared isomer or geometry (same formula, charge and spin) (kcal per mole): 5.25

Last column: Mulliken charge in e.
Atoms and positions in Å:
Pd (0.52, 0.44, 1.01)  -0.90
C (1.15, -0.73, -3.78)  -1.21
C (2.28, -0.25, -2.91)  0.69
C (3.58, -0.18, -3.40)  -0.93
C (4.55, 0.34, -2.55)  -0.64
C (4.21, 0.77, -1.29)  -0.98
C (2.86, 0.67, -0.84)  0.49
N (1.94, 0.14, -1.68)  0.41
N (2.44, 1.09, 0.36)  0.62
Si (3.42, 1.81, 1.57)  0.17
C (4.65, 0.58, 2.31)  -1.15
C (4.40, 3.31, 0.95)  -1.26
C (2.33, 2.40, 2.97)  -0.96
H (0.86, 0.06, -4.48)  0.33
H (0.27, -0.96, -3.17)  -0.03
H (1.43, -1.61, -4.36)  0.42
H (3.81, -0.52, -4.40)  0.44
H (5.58, 0.41, -2.88)  0.39
H (4.97, 1.18, -0.64)  0.23
H (5.31, 0.16, 1.55)  0.33
H (4.10, -0.25, 2.77)  0.22
H (5.27, 1.05, 3.08)  0.33
H (5.43, 3.06, 0.68)  0.36
H (4.44, 4.09, 1.71)  0.44
H (3.93, 3.73, 0.06)  0.34
H (1.75, 1.58, 3.39)  0.17
H (1.62, 3.15, 2.62)  0.15
H (2.94, 2.84, 3.77)  0.42
C (-2.05, 2.76, 2.13)  -1.58
P (-1.32, 1.72, 0.79)  2.45
C (-2.44, 0.56, -0.20)  -0.62
N (-3.13, 0.58, -1.26)  -0.47
C (-3.69, -0.62, -1.74)  0.31
C (-4.89, -0.48, -2.45)  -0.56
C (-5.54, -1.57, -3.00)  -0.52
C (-4.96, -2.83, -2.91)  -0.59
C (-3.75, -2.97, -2.27)  -0.57
C (-3.10, -1.90, -1.64)  -0.17
N (-1.86, -2.21, -1.06)  -0.33
C (-1.43, -1.64, 0.00)  -0.16
P (0.31, -1.95, 0.57)  0.93
C (0.91, -3.03, -0.77)  -1.44
C (0.08, -3.15, 2.00)  2.18
C (-1.06, -4.14, 1.77)  -1.74
C (-0.15, -2.37, 3.29)  -1.56
C (1.40, -3.92, 2.13)  -2.04
C (-1.01, 3.10, -0.50)  2.10
C (-2.29, 3.91, -0.73)  -1.94
C (0.12, 3.99, 0.00)  -1.62
C (-0.56, 2.47, -1.82)  -1.75
H (-3.14, 2.74, 2.04)  0.33
H (-1.72, 3.79, 2.10)  0.44
H (-1.77, 2.29, 3.07)  0.38
H (-5.30, 0.52, -2.54)  0.45
H (-6.48, -1.43, -3.52)  0.37
H (-5.44, -3.69, -3.35)  0.37
H (-3.25, -3.94, -2.21)  0.46
H (0.33, -3.95, -0.87)  0.44
H (1.96, -3.26, -0.60)  0.41
H (0.83, -2.47, -1.70)  0.16
H (-2.03, -3.64, 1.77)  0.27
H (-1.07, -4.89, 2.57)  0.55
H (-0.97, -4.66, 0.82)  0.26
H (-1.02, -1.72, 3.23)  0.20
H (0.71, -1.71, 3.50)  0.19
H (-0.26, -3.07, 4.12)  0.51
H (1.56, -4.61, 1.30)  0.37
H (1.38, -4.51, 3.05)  0.53
H (2.26, -3.24, 2.19)  0.35
H (-2.59, 4.47, 0.15)  0.36
H (-3.11, 3.26, -1.04)  0.27
H (-2.12, 4.64, -1.54)  0.52
H (-0.10, 4.46, 0.96)  0.24
H (0.31, 4.79, -0.72)  0.54
H (1.04, 3.41, 0.11)  0.01
H (-1.38, 1.95, -2.31)  0.32
H (0.25, 1.75, -1.66)  -0.02
H (-0.20, 3.25, -2.49)  0.56
C (-3.45, -1.11, 1.45)  -1.98
C (-2.18, -0.58, 0.78)  2.20
N (-1.37, 0.18, 1.72)  -1.30
H (-4.02, -0.26, 1.84)  0.43
H (-3.18, -1.74, 2.29)  0.41
H (-4.09, -1.67, 0.77)  0.26

=====

Entry 3:
Density functional theory data (wB97M-V/def2-TZVPD) for C12H10FI2NOPdS as an isolated structure.

Values from the calculation:
Highest occupied orbital energy (eV): -8.049
Gap between HOMO and LUMO (eV): 7.76
LUMO level (eV): -0.293
Energy relative to the best compared isomer or geometry (same formula, charge and spin) (kcal per mole): 5.61

Last column: Mulliken charge in e.
Atoms and positions in Å:
Pd (-0.74, -0.71, -0.01)  -0.34
O (1.28, -0.54, 0.04)  -0.76
N (1.94, -1.71, 0.03)  0.34
C (3.29, -1.58, 0.02)  -0.16
C (4.11, -2.67, 0.02)  -0.72
C (3.53, -3.94, 0.02)  -0.09
C (2.16, -4.05, 0.02)  -0.89
C (1.32, -2.92, 0.02)  0.82
S (-0.39, -3.09, 0.04)  -0.52
H (3.62, -0.55, 0.03)  0.42
H (5.18, -2.53, 0.02)  0.40
H (4.15, -4.83, 0.01)  0.37
H (1.68, -5.02, 0.02)  0.40
I (-4.03, 2.25, 0.59)  0.13
C (-4.79, 0.37, -0.01)  -0.86
I (-3.37, -1.23, -0.16)  0.29
H (-5.24, 0.47, -0.99)  0.38
H (-5.52, 0.04, 0.72)  0.37
F (-0.78, 5.40, -0.05)  -0.34
C (-0.76, 4.04, -0.04)  0.53
C (-0.93, 3.37, -1.23)  -0.55
C (-0.91, 1.98, -1.22)  0.03
C (-0.74, 1.28, -0.03)  -0.13
C (-0.55, 1.99, 1.15)  -0.10
C (-0.56, 3.38, 1.15)  -0.63
H (-1.07, 3.93, -2.15)  0.40
H (-1.05, 1.44, -2.15)  0.42
H (-0.40, 1.47, 2.08)  0.40
H (-0.42, 3.95, 2.06)  0.39

=====

Entry 4:
Density functional theory data (wB97M-V/def2-TZVPD) for a 2-piece molecular cluster, C2H5O4S overall.

Values from the calculation:
Highest occupied orbital energy (eV): -3.662
Gap between HOMO and LUMO (eV): 7.60
LUMO level (eV): 3.940
Total charge: -1
Energy relative to the best compared isomer or geometry (same formula, charge and spin) (kcal per mole): 26.64

Last column: Mulliken charge in e.
Atoms and positions in Å:
C (-1.17, 0.07, 0.84)  -0.87
C (-0.78, 1.41, 0.28)  0.51
O (1.69, 0.66, 0.74)  -0.72
O (0.55, 2.30, 2.20)  -0.64
O (1.66, -0.27, -1.63)  -0.70
O (-1.54, 2.14, -0.29)  -0.60
S (0.99, 1.99, 0.80)  0.45
H (-0.86, 0.00, 1.85)  0.29
H (-0.70, -0.62, 0.18)  0.22
H (-2.24, 0.15, 0.71)  0.34
H (2.00, -0.01, -0.73)  0.44
H (0.65, -0.09, -1.71)  0.27

=====

Entry 5:
Density functional theory data (wB97M-V/def2-TZVPD) for a 2-piece molecular cluster, C7H11NO overall.

Values from the calculation:
Highest occupied orbital energy (alpha / beta) (eV): -8.114 / -6.876
Gap between HOMO and LUMO (alpha / beta) (eV): 8.64 / 7.23
LUMO level (alpha / beta) (eV): 0.524 / 0.357
Energy relative to the best compared isomer or geometry (same formula, charge and spin) (kcal per mole): 151.30

Last column: Mulliken charge in e.
Atoms and positions in Å:
C (-2.87, -1.05, -1.10)  -0.78
C (-1.75, -0.40, -1.10)  -0.10
C (1.17, 0.93, 1.56)  0.28
C (0.56, -0.44, -2.31)  -0.97
C (-0.50, -1.11, -1.34)  -0.12
C (0.84, -0.78, -0.94)  0.74
C (1.04, 1.70, 2.78)  -0.99
N (0.66, 1.23, 0.48)  -0.60
O (1.81, -1.52, -0.44)  -0.47
H (-3.87, -0.51, -0.92)  0.21
H (-3.07, -2.15, -1.13)  0.23
H (-1.71, 0.75, -1.00)  0.25
H (1.77, 0.04, 1.73)  0.26
H (1.11, -0.89, -3.14)  0.31
H (0.13, 0.59, -2.56)  0.23
H (-0.59, -2.20, -1.35)  0.32
H (0.33, 2.55, 2.41)  0.26
H (0.35, 1.19, 3.56)  0.24
H (1.93, 2.00, 3.19)  0.33
H (2.71, -1.39, -0.75)  0.38

=====

Entry 6:
Density functional theory data (wB97M-V/def2-TZVPD) for a 3-piece molecular cluster, H6O3 overall.

Values from the calculation:
Highest occupied orbital energy (alpha / beta) (eV): 1.046 / -6.858
Gap between HOMO and LUMO (alpha / beta) (eV): 3.13 / 10.89
Multiplicity: 2
LUMO level (alpha / beta) (eV): 4.181 / 4.028
Expectation value of S²: 0.7504
Total charge: -1
Energy relative to the best compared isomer or geometry (same formula, charge and spin) (kcal per mole): 8.40

Last column: Mulliken spin population.
Atoms and positions in Å:
O (0.60, 0.30, 1.53)  0.62
H (1.16, -0.17, 2.14)  -0.18
H (0.13, -0.38, 1.05)  -0.17
O (0.40, 1.91, -1.22)  0.40
H (0.58, 1.02, -0.92)  -0.13
H (1.27, 2.33, -1.26)  -0.08
O (-1.15, -1.76, -0.14)  1.31
H (-1.24, -2.22, -0.98)  -0.50
H (-1.76, -1.03, -0.20)  -0.27